(1)
DFT (wB97M-V/def2-TZVPD) results for 9 unconnected molecules or ions with the total composition C3H24O9.

Summary:
**⟨S²⟩**: 0.7599
**2S+1**: 2
**Lowest unoccupied orbital energy (alpha / beta)**: -2.94 / -10.03 eV
**HOMO-LUMO gap (alpha / beta)**: 10.31 / 3.22 eV
**Highest occupied orbital energy (alpha / beta)**: -0.487 / -0.487 Eh
**Total charge**: +1

The geometry in XYZ format:
```
36
C3H24O9 | OMol25 | wB97M-V/def2-TZVPD
O -0.7825 -0.3911 -2.8818
H -0.2064 -0.6987 -3.5816
H -0.3046 0.3337 -2.4787
O -0.9773 -3.3964 -1.8364
H -1.5809 -3.2583 -2.5663
H -0.1232 -3.1318 -2.1780
O 0.3853 1.2678 -0.9906
H 0.8855 2.0387 -0.7227
H -0.4612 1.3677 -0.5552
O -2.5848 -0.6366 -0.7658
H -1.9132 -0.4862 -1.4310
H -2.4146 0.0280 -0.0983
O 0.0455 -1.5182 0.1464
H -0.5096 -1.7623 -0.5941
H 0.3866 -0.6540 -0.0840
O -1.6060 -4.5649 0.5562
H -2.1835 -5.1725 0.0942
H -1.0754 -4.1666 -0.1337
O -3.7795 -2.9571 -0.1425
H -3.0837 -3.5605 0.1182
H -3.3189 -2.1659 -0.4220
O -1.4522 -2.5077 2.4909
H -0.9912 -2.1012 1.7571
H -1.6491 -3.3945 2.1889
C 2.6364 2.0668 1.3408
C 1.9893 3.4242 1.2396
C 3.0308 4.5604 1.3310
O 1.2600 3.5898 0.0127
H 3.1459 1.9922 2.3015
H 3.3799 1.9243 0.5566
H 1.9540 1.2173 1.3686
H 1.1853 3.6094 1.9518
H 2.4524 5.4838 1.3012
H 3.7002 4.6280 0.4734
H 3.5948 4.4898 2.2611
H 0.9660 4.5028 -0.0274
```


(2)
DFT (wB97M-V/def2-TZVPD) results for 2 unconnected molecules or ions with the total composition CH3N3O3.

Summary:
**Lowest unoccupied orbital energy (alpha / beta)**: -2.32 / -2.88 eV
**HOMO-LUMO gap (alpha / beta)**: 8.56 / 7.73 eV
**Highest occupied orbital energy (alpha / beta)**: -0.400 / -0.390 Eh

The geometry in XYZ format:
```
10
CH3N3O3 | OMol25 | wB97M-V/def2-TZVPD
C 0.3715 -0.6139 0.9435
N -0.4187 0.1581 0.2782
N 0.5170 0.7911 -1.7935
N 0.2145 -0.1097 -2.6847
O 1.5386 -0.8441 1.0089
O -0.7406 -0.8232 -2.5243
O 0.9325 -0.0551 -3.6781
H -0.3113 -1.0607 1.7541
H -1.3484 -0.0498 -0.0472
H 1.4693 1.1221 -1.7227
```


(3)
DFT (wB97M-V/def2-TZVPD) results for a molecular structure, C37H40CdOP2.

Summary:
**Lowest unoccupied orbital energy**: -0.26 eV
**HOMO-LUMO gap**: 6.96 eV
**Highest occupied orbital energy**: -0.265 Eh

The geometry in XYZ format:
```
81
C37H40CdOP2 | OMol25 | wB97M-V/def2-TZVPD
Cd 1.8110 -1.7135 5.4853
C -2.3514 0.1642 6.6553
C -2.4760 -0.0988 5.3505
C -2.8632 0.8624 4.2700
C -1.7125 1.6342 3.5570
C -0.6131 2.1779 4.4265
C -0.7625 2.5767 5.6933
C -2.0808 2.7120 6.4024
C -2.4619 1.5142 7.2935
C 2.6457 0.2573 5.4789
H -2.2118 -0.6687 7.3553
H -2.3285 -1.1250 4.9878
H -3.6026 1.5873 4.6339
H -3.3672 0.2653 3.4855
H -1.2779 0.9655 2.7960
H -2.1747 2.4674 2.9912
H 0.3550 2.2833 3.9206
H 0.1072 2.8902 6.2873
H -2.8906 2.9095 5.6930
H -2.0111 3.5903 7.0650
H -1.8338 1.5274 8.1987
H -3.4939 1.6824 7.6527
H 3.1797 0.4167 6.4279
H 1.8883 1.0466 5.3575
H 3.3716 0.2922 4.6509
P 0.0499 -2.1317 -3.5383
P 1.9950 0.5267 -3.8036
C -0.5724 -0.5316 -4.1106
C 0.2497 0.5395 -4.2875
C -0.7886 -3.3334 -4.6510
C -1.9732 -3.0480 -5.3465
C -2.5847 -4.0370 -6.1260
C -2.0048 -5.3031 -6.2439
C -0.7988 -5.5815 -5.5860
C -0.1862 -4.6011 -4.8050
C -0.9081 -2.2734 -1.9633
C -0.5338 -1.4043 -0.9166
C -1.2504 -1.4070 0.2794
C -2.3352 -2.2780 0.4482
C -2.6894 -3.1571 -0.5815
C -1.9763 -3.1616 -1.7843
C 2.6907 1.2936 -5.3457
C 2.6580 0.5036 -6.5133
C 3.0272 1.0473 -7.7442
C 3.4634 2.3772 -7.8211
C 3.5515 3.1471 -6.6585
C 3.1796 2.6073 -5.4208
C 2.0825 1.9172 -2.6052
C 3.2173 1.9830 -1.7681
C 3.3964 3.0741 -0.9200
C 2.4365 4.0940 -0.8721
C 1.2776 3.9950 -1.6510
C 1.0884 2.8980 -2.4986
H -1.6596 -0.4533 -4.2620
H -0.0935 1.4535 -4.7956
H -2.4260 -2.0633 -5.2758
H -3.5213 -3.8146 -6.6419
H -2.4859 -6.0746 -6.8483
H -0.3384 -6.5677 -5.6807
H 0.7572 -4.8114 -4.2975
H 0.3074 -0.7204 -1.0570
H -0.9621 -0.7275 1.0842
H -2.9006 -2.2700 1.3801
H -3.5254 -3.8440 -0.4532
H -2.2620 -3.8429 -2.5875
H 2.3121 -0.5302 -6.4546
H 2.9684 0.4374 -8.6469
H 3.7334 2.8081 -8.7871
H 3.9052 4.1795 -6.7098
H 3.2449 3.2203 -4.5220
H 3.9591 1.1822 -1.8049
H 4.2917 3.1362 -0.2963
H 2.5911 4.9596 -0.2267
H 0.5184 4.7768 -1.6019
H 0.1760 2.8162 -3.0858
C 0.5682 -1.4849 8.2938
C 0.5522 -2.5119 7.1705
O -0.0354 -3.5607 7.1393
H -0.3678 -0.8966 8.2685
H 1.4011 -0.7848 8.1394
H 0.6848 -1.9827 9.2786
```


(4)
DFT (wB97M-V/def2-TZVPD) results for 6 unconnected molecules or ions with the total composition C22H59N3O11.

Summary:
**Lowest unoccupied orbital energy**: 0.43 eV
**HOMO-LUMO gap**: 9.20 eV
**Highest occupied orbital energy**: -0.322 Eh
**Structure (SMILES)**: COC[C@H](C)N.COCCNCCOC.COCCNCCOC.OCCO.OCCO.OCCO

The geometry in XYZ format:
```
95
C22H59N3O11 | OMol25 | wB97M-V/def2-TZVPD
C 1.1750 -2.0627 3.7940
C 0.9517 -1.0689 2.6687
C -0.3567 -1.2433 1.9506
O -0.3583 -0.4275 0.7929
C -0.3177 -1.1507 -0.4389
N 0.9880 0.2943 3.2508
H 2.2391 -2.1216 4.0198
H 0.7834 -3.0348 3.4925
H 0.6302 -1.7380 4.6795
H 1.7239 -1.1806 1.8963
H -1.1336 -0.7940 2.5932
H -0.6811 -2.2773 1.8204
H -0.2210 -0.4294 -1.2519
H -1.2609 -1.6864 -0.5801
H 0.5458 -1.8173 -0.5314
H 0.8059 0.9534 2.4855
H 1.9725 0.5439 3.3877
C -1.9756 2.2563 1.2137
C -3.3514 2.6582 1.6606
O -4.3185 1.6758 1.3760
O -2.0625 1.8842 -0.1800
H -1.5883 1.3644 1.7083
H -1.2740 3.0854 1.3562
H -3.5477 3.6318 1.1769
H -3.3696 2.8987 2.7237
H -4.2287 1.4889 0.4339
H -1.2755 1.3453 -0.3149
C 0.1000 1.9530 6.2033
C -1.3674 1.8567 5.9333
O -1.5861 1.6043 4.5298
O 0.7489 0.6847 6.0936
H 0.3543 2.3542 7.1956
H 0.6056 2.7184 5.5942
H -1.9052 2.7831 6.1170
H -1.7840 0.9944 6.4608
H -1.0072 0.8842 4.2442
H 0.9688 0.5855 5.1565
C 3.6658 -4.3474 1.4930
C 2.7650 -5.5415 1.6197
O 1.5905 -5.2813 2.4101
O 2.9973 -3.3274 0.7520
H 4.6027 -4.6096 0.9940
H 3.8699 -3.9439 2.4944
H 3.2761 -6.4271 2.0012
H 2.2691 -5.7605 0.6710
H 1.8654 -5.0357 3.3005
H 3.1978 -2.4505 1.0844
C -1.8683 -0.6226 -7.9017
O -2.4235 -1.7399 -7.2240
C -2.2378 -1.7282 -5.8380
C -3.0978 -0.7305 -5.1000
N -2.8935 -0.8391 -3.6508
C -3.5779 0.1849 -2.8816
C -5.0529 -0.1422 -2.5473
O -5.1652 -1.4394 -2.0046
C -4.9355 -1.4791 -0.6271
H -2.5455 -0.3098 -8.6972
H -0.9068 -0.9029 -8.3389
H -1.7490 0.2389 -7.2413
H -1.1868 -1.6406 -5.4945
H -2.3979 -2.7472 -5.4557
H -4.1437 -0.8545 -5.4294
H -2.8490 0.2968 -5.3890
H -3.2847 -1.7438 -3.3964
H -3.5299 1.1907 -3.3014
H -3.0864 0.2634 -1.9017
H -5.5750 -0.1504 -3.5080
H -5.4393 0.6290 -1.8768
H -3.8633 -1.3692 -0.3839
H -5.2293 -2.4560 -0.2429
H -5.4276 -0.7291 0.0069
C 1.9782 3.8476 1.6727
O 2.4640 2.5403 1.4333
C 3.8839 2.4301 1.5626
C 4.5667 2.6119 0.2221
N 4.1213 1.5635 -0.6774
C 4.3584 1.7935 -2.0914
C 3.6342 0.7580 -2.9199
O 2.2700 1.0653 -2.9086
C 1.4705 0.1528 -3.6400
H 2.3709 4.2898 2.5965
H 0.9069 3.7760 1.8748
H 2.1450 4.4820 0.7999
H 4.0426 1.3797 1.8455
H 4.2444 3.0355 2.3955
H 5.6483 2.6207 0.3855
H 4.2502 3.5599 -0.2491
H 3.1596 1.2985 -0.5093
H 5.4294 1.6143 -2.2450
H 4.0547 2.7770 -2.4772
H 3.9972 -0.2484 -2.6713
H 4.0221 0.8909 -3.9496
H 1.8631 -0.8625 -3.5906
H 1.4147 0.4670 -4.6929
H 0.4485 0.2359 -3.2737
```


(5)
DFT (wB97M-V/def2-TZVPD) results for a molecular structure, C25H28AsMoN4O5S3.

Summary:
**⟨S²⟩**: 2.0252
**2S+1**: 3
**Lowest unoccupied orbital energy (alpha / beta)**: -4.21 / -3.66 eV
**HOMO-LUMO gap (alpha / beta)**: 6.88 / 7.69 eV
**Highest occupied orbital energy (alpha / beta)**: -0.408 / -0.417 Eh
**Total charge**: +1

The geometry in XYZ format:
```
67
C25H28AsMoN4O5S3 | OMol25 | wB97M-V/def2-TZVPD
Mo 0.6551 -0.6044 0.1654
C -1.0786 2.9489 2.0575
C -0.3663 1.6587 1.7985
N -0.5479 0.9891 0.6713
N -1.5651 1.4383 -0.1396
C -1.8772 0.6662 -1.1081
S -1.0564 -0.8663 -1.4069
S -3.1651 1.0516 -2.2098
C -4.1545 2.1844 -1.1917
C -4.7870 1.5695 0.0384
C -5.3050 2.4428 0.9925
C -5.9572 1.9592 2.1149
C -6.0891 0.5917 2.3072
C -5.5610 -0.2827 1.3717
C -4.9160 0.2016 0.2410
C 0.5004 1.1281 2.8191
C 1.0087 1.9799 3.8202
C 1.7499 1.4952 4.8647
C 1.9782 0.1192 4.9724
C 1.4827 -0.7447 4.0277
C 0.7631 -0.2679 2.9233
O 0.3803 -1.1288 1.9905
H -1.8700 3.0984 1.3349
H -1.4858 2.9667 3.0660
H -0.3669 3.7730 1.9632
H -3.5193 3.0273 -0.9275
H -4.9209 2.5380 -1.8843
H -5.2037 3.5117 0.8407
H -6.3637 2.6544 2.8378
H -6.6070 0.2109 3.1774
H -5.6532 -1.3517 1.5138
H -4.5285 -0.5035 -0.4819
H 0.8379 3.0443 3.7379
H 2.1598 2.1696 5.6032
H 2.5500 -0.2730 5.8026
H 1.6702 -1.8091 4.0802
C 0.3401 -4.2840 -1.0675
C 1.6057 -3.6517 -0.6177
N 1.7509 -2.4160 -0.1607
C 3.0733 -2.2706 0.2085
C 3.7357 -3.4322 -0.0445
N 2.7954 -4.2772 -0.5711
C 5.1592 -3.8647 0.0553
O 5.9870 -3.0138 0.6060
O 5.4659 -4.9466 -0.3759
C 3.4905 -1.0004 0.8610
O 4.6232 -0.8748 1.3016
O 2.5497 -0.1130 0.9226
H -0.4771 -3.5729 -0.9853
H 0.1098 -5.1491 -0.4448
H 0.4144 -4.6257 -2.1004
H 3.0211 -5.2177 -0.8652
H 5.5428 -2.1866 0.9371
C 2.8742 -0.1400 -4.7676
As 1.5813 0.8218 -3.6986
C 1.8755 2.7002 -4.0493
C -0.1563 0.3776 -4.4166
S 2.1075 0.4803 -1.6467
H 2.9155 0.2615 -5.7788
H 2.5985 -1.1923 -4.8009
H 3.8461 -0.0395 -4.2889
H 1.9567 2.8721 -5.1214
H 2.7976 2.9971 -3.5540
H 1.0498 3.2815 -3.6436
H -0.1570 0.6648 -5.4679
H -0.9388 0.9164 -3.8879
H -0.3293 -0.6911 -4.3211
```


(6)
DFT (wB97M-V/def2-TZVPD) results for a molecular structure, C21H31BN8OS3W.

Summary:
**Lowest unoccupied orbital energy**: -7.08 eV
**HOMO-LUMO gap**: 6.43 eV
**Highest occupied orbital energy**: -0.496 Eh
**Total charge**: +2

The geometry in XYZ format:
```
66
C21H31BN8OS3W | OMol25 | wB97M-V/def2-TZVPD
W -0.1735 0.0586 0.2017
C -4.2908 -3.5399 1.8342
C -3.5445 -4.0546 0.6099
N -2.0856 -3.9773 0.7639
C -1.3340 -2.9169 0.5196
S -2.0650 -1.4666 -0.1651
N -0.0403 -2.9945 0.7712
N 0.6203 -1.8875 0.3710
C 1.9288 -1.9086 0.3755
C 2.7336 -3.0398 0.9188
C 2.5219 -0.8027 -0.3549
C 3.8774 -0.6755 -0.6063
C 4.3110 0.2805 -1.5070
C 3.3787 1.0945 -2.1448
C 2.0561 0.9823 -1.7962
N 1.6263 0.0645 -0.9044
H -5.3656 -3.5765 1.6584
H -4.0139 -2.5040 2.0412
H -4.0669 -4.1488 2.7112
H -3.8253 -3.4933 -0.2793
H -3.7834 -5.0992 0.4250
H -1.6022 -4.7792 1.1433
H 2.0762 -3.8382 1.2427
H 3.3418 -2.7112 1.7664
H 3.4118 -3.4300 0.1573
H 4.5733 -1.3429 -0.1159
H 5.3654 0.3846 -1.7259
H 3.6788 1.8310 -2.8762
H 1.3096 1.6455 -2.2123
C -1.4458 1.0095 -3.3443
N -1.3020 2.2893 -2.6581
C -0.9242 3.4726 -3.2559
C -0.9585 4.4246 -2.2927
N -1.3509 3.8302 -1.1185
B -1.6644 4.6187 0.2012
N -0.9458 4.0392 1.5010
C -1.2992 4.6403 2.6908
C -0.4345 4.2408 3.6459
N 0.4462 3.3727 3.0407
C 1.6349 2.8420 3.6978
C 0.0988 3.2490 1.7344
S 0.9629 2.2664 0.5774
C -1.5581 2.5406 -1.3568
S -2.1700 1.3922 -0.1963
H -1.0295 1.1043 -4.3424
H -2.4939 0.7289 -3.4146
H -0.9162 0.2174 -2.8249
H -0.6800 3.5361 -4.3030
H -0.7476 5.4790 -2.3483
H -1.2467 5.7340 0.0459
H -2.8490 4.5622 0.4097
H -2.1235 5.3309 2.7442
H -0.3592 4.5050 4.6875
H 1.3557 2.1903 4.5228
H 2.2275 3.6661 4.0901
H 2.2306 2.2955 2.9744
C -1.7959 -0.4980 4.0797
O -1.5180 -0.2513 2.6727
C -0.3061 -0.2302 2.2038
C 0.8301 -0.5185 3.1156
H -1.4557 0.3456 4.6761
H -1.3222 -1.4205 4.4068
H -2.8734 -0.5850 4.1437
H 0.7326 0.0273 4.0538
H 1.7825 -0.2702 2.6560
H 0.8217 -1.5884 3.3553
```


Calculated energy relative to the best compared isomer or geometry (same formula, charge and spin), 0.0; 123.5; 0.0; 0.0; 2.8; 17.6 kcal/mol (same order as the records).